11
Properties=species:S:1:pos:R:3:forces:R:3:mulliken_spin:R:1 method="wB97M-V/def2-TZVPD" charge=+2 e_above_lowest_ev=0.000 homo_energy_ha="-0.5713 / -0.7466" spin_multiplicity=4 orbital_gap_ev="5.47 / 10.11"
Tm 0.434 0.943 0.681 -0.94 0.80 -0.24 2.50
O -1.165 -0.580 0.889 1.62 -0.52 0.31 -0.01
O -1.303 2.007 0.238 -0.12 -2.10 0.91 -0.01
O 2.312 -0.297 -0.334 -1.20 0.76 0.56 -0.01
C 3.218 -0.858 -0.722 1.03 -0.64 -0.48 -0.01
C -2.431 1.352 0.520 0.62 0.44 -1.32 0.46
C -2.423 -0.143 0.316 -1.16 0.60 0.12 0.02
H -1.102 -1.533 1.106 -0.41 0.32 -0.18 0.00
H -2.441 -0.439 -0.750 0.00 0.28 0.30 0.04
H -3.374 1.907 0.561 0.37 -0.06 0.16 0.02
H -3.259 -0.622 0.841 0.20 0.13 -0.14 0.00